98
Properties=species:S:1:pos:R:3 method="wB97M-V/def2-TZVPD" fmax_ev_per_a=0.67 orbital_gap_ev=7.09 spin_multiplicity=1 charge=-1 e_homo_ev=-5.3
C -1.14 0.65 7.72
C -0.74 1.74 6.74
C -1.94 2.41 6.06
C -2.54 1.64 4.87
C -1.76 1.69 3.53
C -1.19 3.09 3.27
C -2.22 4.20 3.12
C -1.63 5.59 3.28
O -0.96 5.74 4.52
C 0.43 5.97 4.42
C -2.68 1.28 2.36
O -2.45 -0.06 2.06
P -0.89 -0.64 2.52
C -0.08 0.19 0.97
C 1.01 -0.52 0.23
O 1.15 -0.43 -0.98
N 1.97 -1.25 1.01
C 1.59 -2.65 1.16
C 3.31 -1.11 0.46
C -1.64 -1.67 4.02
F -2.99 -1.64 4.26
F -1.34 -3.01 3.82
F -1.08 -1.39 5.25
O -0.69 0.79 3.48
H -1.51 -0.23 7.20
H -1.89 1.00 8.43
H -0.27 0.33 8.31
H -0.18 2.51 7.29
H -0.07 1.33 5.98
H -1.68 3.42 5.76
H -2.72 2.52 6.82
H -3.54 2.04 4.69
H -2.68 0.60 5.15
H -0.49 3.35 4.06
H -0.61 3.01 2.35
H -3.05 4.09 3.82
H -2.66 4.16 2.12
H -0.95 5.81 2.45
H -2.43 6.33 3.24
H 0.91 5.25 3.76
H 0.63 6.98 4.05
H 0.85 5.86 5.42
H -3.73 1.46 2.60
H -2.42 1.89 1.48
H -1.17 -1.82 1.75
H 0.35 -1.12 3.01
H -0.88 0.33 0.23
H 0.30 1.18 1.21
H 2.00 -3.26 0.34
H 0.50 -2.75 1.14
H 1.94 -3.04 2.11
H 3.57 -0.05 0.37
H 4.01 -1.58 1.14
H 3.42 -1.57 -0.53
N 2.39 0.82 -6.20
C 1.11 0.88 -6.57
C 0.05 0.57 -5.74
C 0.32 0.16 -4.44
C 1.64 0.08 -4.03
C 2.63 0.42 -4.95
H 0.94 1.20 -7.60
H -0.97 0.63 -6.11
H -0.47 -0.09 -3.76
H 1.89 -0.23 -3.03
H 3.68 0.38 -4.66
N -0.85 -2.80 -8.43
C -0.79 -2.86 -9.75
C 0.36 -2.63 -10.49
C 1.53 -2.31 -9.81
C 1.48 -2.25 -8.42
C 0.28 -2.50 -7.78
H -1.72 -3.10 -10.26
H 0.34 -2.69 -11.57
H 2.45 -2.13 -10.34
H 2.36 -2.00 -7.84
H 0.21 -2.45 -6.70
N -2.50 -0.93 10.90
C -3.43 -0.76 11.84
C -4.65 -1.41 11.86
C -4.93 -2.30 10.83
C -3.98 -2.50 9.85
C -2.79 -1.79 9.92
H -3.17 -0.05 12.63
H -5.36 -1.23 12.65
H -5.87 -2.83 10.80
H -4.15 -3.18 9.02
H -2.03 -1.91 9.16
N 4.18 -2.63 -11.94
C 5.28 -3.37 -12.05
C 6.19 -3.24 -13.09
C 5.93 -2.30 -14.08
C 4.78 -1.53 -13.98
C 3.94 -1.73 -12.90
H 5.45 -4.09 -11.26
H 7.07 -3.87 -13.13
H 6.61 -2.18 -14.91
H 4.54 -0.79 -14.73
H 3.04 -1.14 -12.79